This record from the Open Molecules 2025 dataset describes a cluster of 12 separate species, C12H48N12O12 in total in a non-equilibrium geometry. The level of theory is ωB97M-V/def2-TZVPD.

Properties
- max |F| (Eh/bohr) = 0.14393
- SMILES = NC(N)=O.NC(N)=O.NC(N)=O.NC(N)=O.NC(N)=O.NC(N)=O.CO.CO.CO.CO.CO.CO
- frontier orbital gap (Eh) = 0.3187
- DFT total energy (Ha) = -2045.99196
- HOMO level (eV) = -8.7
- relative energy (zero: lowest compared OMol25 entry of this formula, charge and spin) (kcal/mol) = 93.7

Each line ends with the Mulliken charge.
Positions of all 84 atoms, in Å:
O 4.61 -2.28 -3.81  -0.761
O 0.03 -0.86 4.09  -0.422
O 2.73 -4.77 -0.12  -0.721
O 1.15 0.77 1.16  -0.035
O -1.38 4.55 -1.13  -0.600
O -2.89 2.47 3.37  -0.648
O 5.06 2.30 -0.73  -0.712
O -0.04 -1.46 -4.45  -0.481
O -3.57 -3.56 3.28  -0.597
O -1.56 -1.21 -2.18  -0.934
O -3.57 0.40 0.42  -0.798
O 0.83 4.31 1.13  -0.496
N -0.45 -0.72 0.90  0.490
N 4.78 -1.36 -1.79  -0.211
N -3.51 -1.85 -1.35  -0.227
N 3.92 1.38 0.91  -0.214
N 0.30 0.15 -0.81  0.860
N 0.87 -3.69 -0.30  -0.201
N -2.77 2.55 0.65  -0.379
N 2.86 -1.27 -2.80  -0.043
N 2.86 2.58 -0.49  0.129
N 2.47 -2.49 0.27  0.053
N -2.32 -3.10 -2.80  -0.414
N -2.79 1.64 -1.32  -0.294
C -3.02 1.45 -0.06  0.898
C -2.61 -2.76 2.63  -0.058
C 4.12 -1.65 -2.85  0.553
C -2.46 -1.95 -2.16  0.779
C 1.32 -0.24 3.94  -0.456
C -0.16 3.90 -1.66  -0.358
C 4.02 2.17 -0.11  0.474
C -0.94 -1.91 -5.47  -0.704
C 0.61 3.94 2.50  -0.411
C 2.11 -3.74 0.03  0.515
C -2.06 1.35 3.54  -0.327
C 0.36 0.16 0.49  -0.431
H 1.42 4.33 3.11  0.364
H 1.98 2.23 -0.12  -0.453
H -2.36 2.43 -1.77  0.249
H -3.64 -1.05 -0.75  0.101
H -3.03 -3.81 -2.87  0.181
H -2.42 -3.33 1.72  0.119
H -0.39 3.28 -2.53  0.409
H -1.25 -0.91 0.31  -0.338
H 0.24 3.22 -0.90  -0.041
H 0.30 -2.91 0.01  0.106
H 0.50 -4.61 -0.50  0.193
H -1.81 -1.31 -5.74  0.215
H -3.01 -1.76 2.46  0.086
H 0.18 -1.59 4.70  0.248
H -0.41 -0.74 1.91  -0.188
H 1.14 0.69 3.41  -0.206
H -2.70 2.38 1.65  0.165
H -0.51 -1.32 -3.63  0.318
H 3.44 -2.41 0.54  0.264
H 5.69 -1.81 -1.76  0.241
H -2.76 0.72 -1.74  0.007
H 2.27 -1.38 -3.61  0.137
H -1.80 1.24 4.59  0.362
H -1.16 1.48 2.96  -0.051
H 0.54 2.88 2.72  -0.153
H -3.82 2.24 3.36  0.312
H 4.75 0.90 1.24  0.236
H 4.29 -1.12 -0.94  0.001
H 2.15 -0.75 3.45  0.287
H -0.34 -0.48 -1.26  0.037
H 0.78 0.86 -1.36  0.258
H 0.55 4.66 -1.99  0.399
H 2.70 3.20 -1.26  0.126
H -1.92 4.78 -1.89  0.329
H -1.76 -2.73 3.31  0.092
H 2.66 -0.58 -2.09  0.007
H -1.20 -2.91 -5.14  0.343
H -0.30 -1.95 -6.36  0.285
H -2.18 3.24 0.20  0.203
H -0.35 4.29 2.89  0.375
H -1.39 -3.16 -3.18  0.137
H -0.02 4.17 0.69  0.272
H 1.55 0.15 4.93  0.450
H -3.59 -3.45 4.24  0.306
H 1.67 -1.97 0.59  -0.125
H 3.19 1.64 1.56  0.120
H -4.18 -2.60 -1.31  0.207
H -2.57 0.44 3.21  0.193

This record from the Open Molecules 2025 dataset describes a structure of composition C23H31IN6O2RuSe in a non-equilibrium geometry. The level of theory is ωB97M-V/def2-TZVPD.

Properties
- net charge = +1
- max |F| (Eh/bohr) = 0.02937
- spin multiplicity = 2
- frontier orbital gap (spin up / spin down) (Eh) = 0.2250 / 0.2216
- DFT total energy (Ha) = -4167.83779
- HOMO level (spin up / spin down) (eV) = -9.5 / -9.4
- relative energy (zero: lowest compared OMol25 entry of this formula, charge and spin) (kcal/mol) = 47.8

Each line ends with the Mulliken charge.
Positions of all 65 atoms, in Å:
I 2.20 -0.77 2.52  -0.428
Ru 0.29 -0.52 0.63  0.555
Se -1.78 0.50 2.59  -0.030
O 1.52 -3.12 0.17  -0.195
O -0.99 0.48 -0.48  -0.398
N 0.88 1.08 -1.66  -0.584
N 1.57 5.72 0.22  -0.291
N -2.51 -2.01 1.36  0.612
N 0.87 2.20 1.38  -0.229
N -0.94 -2.20 2.86  0.315
N 1.44 0.02 -0.90  0.606
C 0.38 -2.36 -0.18  -0.538
C 1.02 3.34 0.53  -0.604
C -3.10 3.73 -1.96  -0.737
C -0.89 -4.72 3.00  -1.002
C -3.49 -1.45 0.45  -0.879
C -1.31 4.16 -3.52  -0.797
C 3.17 -1.68 -0.90  -1.084
C 3.72 -3.83 0.21  -1.468
C -1.65 -1.29 2.13  -1.134
C -2.36 -3.36 1.62  0.535
C 3.18 0.17 -2.58  -1.393
C -2.99 -4.48 1.08  -0.751
C -0.37 1.22 -1.37  0.269
C -1.14 2.32 -1.98  0.192
C -1.34 -3.48 2.56  0.891
C -2.56 -5.71 1.53  -0.734
C 2.75 -2.77 -0.21  0.530
C 1.49 4.61 1.25  -0.691
C -2.39 2.64 -1.45  -0.200
C -1.53 -5.83 2.47  -0.516
C -2.56 4.48 -3.00  -0.419
C 2.52 -0.49 -1.40  1.177
C -0.61 3.08 -3.01  -0.278
H 0.36 2.81 -3.42  0.516
H 2.48 4.51 1.69  0.412
H 1.70 1.90 1.89  0.170
H -3.78 -4.38 0.35  0.457
H 2.24 5.47 -0.52  0.359
H 1.86 6.61 0.62  0.370
H -3.38 -1.91 -0.53  0.360
H -1.22 -6.82 2.79  0.409
H -0.18 -1.90 3.46  0.222
H -3.12 5.32 -3.40  0.432
H -0.09 -4.81 3.72  0.461
H 3.53 -4.08 1.25  0.344
H 0.78 4.94 2.00  0.362
H 4.16 -0.28 -2.76  0.471
H -3.29 -0.38 0.37  0.141
H -0.91 4.74 -4.34  0.442
H -2.79 2.05 -0.64  0.360
H 0.06 3.54 0.05  0.194
H -0.44 -2.98 0.18  0.326
H 4.75 -3.50 0.09  0.371
H 1.72 3.10 -0.28  0.360
H 2.56 0.03 -3.47  0.287
H 0.08 2.23 2.00  0.045
H -3.03 -6.61 1.15  0.409
H 3.56 -4.74 -0.38  0.328
H 0.66 5.86 -0.23  0.340
H -4.07 3.97 -1.56  0.432
H 0.31 -2.28 -1.27  0.480
H -4.49 -1.61 0.84  0.368
H 3.28 1.24 -2.44  0.282
H 4.22 -1.72 -1.15  0.195

This record from the Open Molecules 2025 dataset describes the molecule C17H19N5O3 in a non-equilibrium geometry. The level of theory is ωB97M-V/def2-TZVPD.

Properties
- max |F| (Eh/bohr) = 0.02453
- SMILES = CCn1ccnc1CN(C)Cc1nc(-c2ccc3c(c2)OCO3)no1
- frontier orbital gap (Eh) = 0.3268
- DFT total energy (Ha) = -1158.66570
- HOMO level (eV) = -8.2
- relative energy (zero: lowest compared OMol25 entry of this formula, charge and spin) (kcal/mol) = 78.6

Each line ends with the Mulliken charge.
Positions of all 44 atoms, in Å:
O 6.26 -0.85 0.29  -0.474
O 4.35 -2.03 -0.23  -0.502
O -0.09 3.30 0.76  -0.173
N 1.26 3.11 0.84  -0.529
N 0.27 1.21 0.25  -0.229
N -2.37 1.17 -0.93  0.235
N -2.66 -1.38 0.61  0.464
N -4.56 -0.47 1.28  -0.788
C 2.78 -0.16 0.12  -1.337
C 5.14 1.30 0.76  -0.882
C -4.20 -1.43 2.17  -0.703
C -2.26 1.93 -2.16  -1.076
C -3.03 -2.01 1.77  -0.237
C -3.63 -0.46 0.36  0.568
C 5.76 -2.11 -0.11  -0.246
C -3.63 0.45 -0.82  -0.847
C 2.73 1.20 0.48  0.200
C -0.62 2.13 0.40  0.350
C 5.18 -0.03 0.40  0.853
C 3.89 1.91 0.79  -0.834
C -1.49 -1.67 -0.17  -0.221
C -1.79 -2.72 -1.24  -1.252
C 1.45 1.85 0.53  0.281
C 4.02 -0.74 0.09  1.260
C -2.09 2.00 0.23  -0.493
H 6.20 -2.40 -1.07  0.240
H -2.14 -3.65 -0.78  0.350
H -1.27 2.38 -2.21  0.306
H -2.54 3.00 0.17  0.236
H -4.81 -1.64 3.03  0.437
H 6.02 -2.87 0.65  0.241
H 1.88 -0.69 -0.12  0.596
H -3.75 -0.13 -1.74  0.445
H -3.02 2.72 -2.24  0.349
H -4.50 1.12 -0.72  0.258
H -2.37 1.25 -3.00  0.307
H 3.80 2.94 1.07  0.490
H -2.50 1.50 1.12  0.411
H -1.14 -0.74 -0.62  0.067
H 6.04 1.84 1.00  0.443
H -2.55 -2.37 -1.92  0.273
H -0.88 -2.94 -1.80  0.383
H -2.44 -2.78 2.21  0.398
H -0.72 -2.04 0.51  0.384